1.
{"formula": "C10H19N", "method": "ωB97M-V with the def2-TZVPD basis set", "smiles": "C1CCC2(CC1)CCNCC2", "e_homo_ev": -8.46, "spin_multiplicity": 1, "energy_ev": -12165.1540, "max_force_ev_per_a": 4.9, "e_above_lowest_kcal_mol": 65.5, "symbols": ["H", "H", "C", "H", "H", "H", "H", "H", "C", "H", "H", "C", "H", "H", "H", "C", "C", "H", "H", "H", "C", "C", "C", "H", "C", "H", "C", "H", "N", "H"], "coordinates": [[-0.6934, 1.2604, 1.4843], [1.0179, -1.6905, -0.6105], [2.8720, 0.0402, 0.8674], [-1.5167, 1.7789, 0.2635], [-1.8515, -2.3307, -0.8348], [2.1057, -1.7540, 1.9429], [1.5816, 0.8903, -1.7703], [-2.3272, -1.3708, -2.2246], [0.7343, -1.0315, 0.3343], [0.7058, 2.2760, -1.0825], [1.7920, 1.7851, 1.4539], [2.2639, 1.4516, 0.3980], [3.3236, -0.3705, -0.0787], [-1.1237, 0.5123, -2.1708], [-3.0626, 0.7400, 1.4675], [-1.9141, -1.2421, -1.2548], [1.7982, -0.8562, 1.4320], [1.1049, -0.3370, 2.1819], [3.0512, 2.1300, 0.1046], [0.1336, -0.9044, -2.0616], [1.2039, 1.3498, -0.7664], [-1.0657, 0.8330, 0.4916], [0.0899, 0.2961, -0.2958], [3.7723, 0.4791, 1.4776], [-2.3723, 0.0226, 0.7347], [-0.1133, -1.6227, 1.0076], [-0.5884, -0.3425, -1.5024], [-3.4664, 0.2612, -0.9514], [-2.9179, -0.5696, -0.5085], [-2.1379, -0.8718, 1.3291]], "forces_ev_per_angstrom": [[-0.23, -1.24, -0.44], [-0.15, 1.02, 2.34], [2.00, 2.91, -1.20], [0.37, 0.89, -1.86], [0.65, 1.97, -0.44], [0.28, -0.49, -0.31], [0.09, 0.78, 1.87], [-0.22, -0.35, -1.03], [-1.66, -2.09, 0.66], [0.23, -0.01, 0.48], [0.65, 0.00, -2.66], [-1.67, -0.87, 1.56], [-0.29, -0.19, 0.98], [1.65, -1.64, 1.16], [1.22, -2.05, -2.46], [1.31, -0.63, 0.28], [-1.57, 1.88, 0.04], [1.55, -0.12, -0.35], [0.29, 0.19, 0.19], [0.20, -0.11, -0.79], [-0.60, -2.34, 0.29], [-0.42, 1.77, 3.67], [0.07, -1.70, -1.13], [-1.63, -1.70, -0.42], [0.51, -0.36, 1.74], [1.66, 1.26, -2.42], [-3.16, 1.35, -1.54], [1.62, -2.28, 0.06], [-2.70, 3.83, 1.37], [-0.06, 0.28, 0.36]]}


2.
{"formula": "C10H19N2OS", "method": "ωB97M-V with the def2-TZVPD basis set", "smiles": "C[C@H](O)CNCC[NH2+]Cc1cccs1", "e_homo_ev": -12.20, "spin_multiplicity": 1, "total_charge": 1, "energy_ev": -26535.0513, "max_force_ev_per_a": 0.8, "e_above_lowest_kcal_mol": 1.0, "symbols": ["H", "C", "O", "H", "S", "C", "C", "H", "C", "C", "H", "H", "H", "H", "N", "H", "H", "H", "H", "C", "H", "H", "C", "H", "H", "H", "N", "C", "C", "H", "C", "H", "H"], "coordinates": [[-1.7863, 1.4214, -0.6027], [-1.8999, -1.2303, 1.3548], [0.8794, 0.6201, 0.8770], [1.0897, 1.2847, 1.5455], [1.6544, 0.0830, -2.0846], [-2.5515, -0.2466, 0.3764], [-0.0999, 1.6143, -3.1654], [-3.2204, -0.7609, -0.3149], [-1.1059, -0.2004, -1.6623], [0.2296, -0.9620, 2.5954], [1.0055, -1.3579, 0.5938], [-1.0335, 2.0543, -3.4686], [-0.7959, -1.2199, -1.4317], [2.8559, -0.0412, 2.6377], [-1.4958, 0.4663, -0.3819], [-2.6876, -1.8147, 1.8424], [-1.2620, -1.9298, 0.8112], [-1.6132, -0.2749, 3.1408], [1.2860, 2.9084, -4.2744], [2.6408, -0.7555, 1.8453], [3.2357, 1.4749, -3.2810], [2.8620, -1.7534, 2.2107], [1.1559, 2.0759, -3.6084], [-3.1274, 0.4816, 0.9488], [0.5846, -0.4281, 3.4795], [3.2868, -0.5431, 0.9977], [-1.0989, -0.4556, 2.2888], [2.1862, 1.3470, -3.1060], [-0.0009, 0.5361, -2.3332], [0.2511, -2.0372, 2.8165], [1.1836, -0.6642, 1.4215], [-1.9863, -0.2351, -2.3101], [-0.6218, 0.5426, 0.2413]], "forces_ev_per_angstrom": [[0.10, -0.13, 0.06], [-0.15, 0.36, -0.11], [0.39, 0.23, 0.08], [-0.08, 0.09, -0.06], [-0.43, 0.32, -0.43], [-0.36, -0.57, 0.38], [-0.05, -0.27, 0.19], [0.02, 0.12, -0.09], [0.16, -0.04, -0.45], [0.07, 0.07, -0.40], [-0.03, -0.02, 0.04], [-0.24, 0.05, -0.07], [-0.17, 0.00, 0.09], [0.01, 0.07, 0.11], [0.26, 0.17, 0.28], [0.09, -0.01, -0.09], [-0.02, -0.07, 0.00], [0.02, -0.02, -0.07], [0.06, 0.15, -0.13], [-0.29, 0.01, -0.31], [0.22, 0.06, -0.08], [0.06, -0.13, 0.09], [0.19, 0.10, -0.01], [0.06, 0.01, -0.12], [0.04, -0.04, 0.00], [0.09, 0.00, -0.03], [-0.20, -0.17, 0.44], [-0.01, -0.24, 0.17], [0.40, -0.14, 0.11], [0.05, 0.05, 0.03], [0.15, -0.24, 0.49], [0.04, -0.04, 0.17], [-0.44, 0.29, -0.28]]}


3.
{"formula": "C10H19N2OS", "method": "ωB97M-V with the def2-TZVPD basis set", "smiles": "C[NH+](C)CC(=O)N1CCC[C@@]1(C)C=S", "e_homo_ev": -11.79, "spin_multiplicity": 1, "total_charge": 1, "energy_ev": -26531.7314, "max_force_ev_per_a": 6.0, "e_above_lowest_kcal_mol": 77.6, "symbols": ["H", "H", "C", "C", "H", "H", "C", "N", "C", "C", "C", "H", "H", "H", "N", "C", "H", "H", "H", "H", "H", "C", "H", "H", "H", "S", "C", "H", "H", "H", "H", "C", "O"], "coordinates": [[3.7040, 0.8287, 0.7055], [-3.8542, 1.4196, 0.4544], [3.7616, -0.1763, 0.3201], [-1.3238, 1.1127, -1.2904], [-1.0342, 0.4277, -2.1437], [-2.9283, 2.4850, -1.1873], [-2.2500, -0.0347, 0.5225], [-0.9866, 0.4163, -0.0636], [0.2074, 0.0469, 0.4036], [1.4101, 0.1659, -0.5710], [2.3175, -1.9748, -0.7325], [-1.7034, -0.4420, 2.6785], [3.2433, -2.7813, -0.5370], [-3.4637, -0.4131, 2.1412], [2.4124, -0.7084, 0.0457], [-2.8191, 1.4238, -1.3446], [-0.7241, 2.0184, -1.3659], [1.6941, 1.2201, -0.7712], [1.3457, -2.3495, -0.5785], [-4.1926, 0.0209, -0.3785], [1.9216, -0.8274, 1.0570], [-2.4255, 0.1079, 2.0598], [4.4553, -0.1071, -0.5755], [4.1789, -0.8801, 1.0279], [-2.3719, 1.1983, 2.4070], [-1.1846, -2.6092, -0.1503], [-3.4604, 0.7920, -0.2158], [1.1227, -0.0409, -1.5744], [2.4098, -1.6743, -1.8516], [-3.3206, 1.1394, -2.3775], [-3.4371, -2.1652, 0.7640], [-2.4505, -1.8440, 0.3344], [0.5731, -0.4839, 1.5067]], "forces_ev_per_angstrom": [[-0.24, 0.14, 0.45], [-1.37, 2.55, 2.57], [1.16, -0.17, -1.49], [1.69, -0.80, -2.41], [-0.28, 0.79, 0.60], [-0.07, 0.47, -0.53], [-1.64, -1.62, 1.37], [-1.79, -0.70, 1.96], [1.41, -0.74, 0.22], [-0.77, 2.25, 0.59], [4.19, -1.03, -1.99], [-0.20, -0.02, -0.46], [-2.75, 2.30, -0.07], [1.57, 1.43, 0.75], [0.24, -0.04, -0.30], [-0.24, 0.66, -3.24], [0.03, 0.03, -0.13], [0.42, -0.34, 1.11], [-0.86, -0.83, 0.28], [-0.49, -0.11, -0.64], [-0.04, 0.10, -1.21], [-1.03, -0.10, -0.38], [-1.13, -0.38, 0.76], [0.38, 0.19, 0.23], [-0.58, -1.49, -0.58], [0.40, -1.46, -0.54], [2.68, -5.29, 0.81], [-0.17, -1.26, -0.69], [-0.02, -0.71, 1.90], [1.31, 0.65, 2.04], [1.02, 0.00, -0.61], [-0.51, 4.42, 0.86], [-2.33, 1.14, -1.25]]}


4.
{"formula": "C10H19N2P", "method": "ωB97M-V with the def2-TZVPD basis set", "e_homo_ev": [-6.56, -7.18], "spin_multiplicity": 1, "energy_ev": -22941.9057, "max_force_ev_per_a": 5.1, "e_above_lowest_kcal_mol": 95.0, "symbols": ["H", "H", "H", "C", "N", "N", "H", "H", "C", "H", "H", "H", "H", "H", "H", "H", "H", "C", "H", "C", "C", "C", "C", "C", "H", "H", "C", "C", "H", "H", "H", "P"], "coordinates": [[2.5059, -1.8903, -2.9595], [-3.5707, -0.9964, 0.9325], [-2.0796, 2.3621, -1.4182], [-1.5422, -0.1543, 0.3957], [2.4142, -0.7311, -1.3000], [0.4622, -1.5544, 0.2740], [3.3722, 1.0172, 2.9639], [3.3077, -2.6278, -1.4395], [-1.5987, -2.7419, 0.5538], [-2.5383, -2.8427, -0.0931], [-3.0555, 0.6084, 1.6149], [1.8956, 0.1603, 3.4650], [-1.9064, -2.7793, 1.5170], [1.7600, 1.6344, 2.6461], [1.6256, -2.5975, -1.6983], [3.3042, -0.1408, -1.2896], [0.3783, 2.3311, -2.2211], [-0.9851, 1.0452, -0.0623], [0.7088, 3.1668, -0.6938], [0.3191, 1.0604, -0.4488], [-1.7342, 2.2623, -0.4590], [0.8675, 2.1994, -1.2423], [-2.9526, -0.0957, 0.7165], [2.3183, 0.8945, 2.9631], [-3.4547, 0.4229, -0.1149], [1.9600, 1.9064, -1.5139], [-0.8572, -1.3933, 0.4774], [2.4590, -2.0392, -1.8809], [-1.3666, 3.2453, -0.1805], [-2.6080, 1.9991, 0.2121], [-0.8663, -3.4418, 0.2422], [1.4571, -0.2894, 0.0415]], "forces_ev_per_angstrom": [[0.50, -0.50, -0.13], [1.02, 0.39, -0.12], [-0.71, -0.34, -2.61], [0.27, -1.77, 0.72], [1.02, 2.53, 1.17], [-1.10, 0.00, 0.17], [0.66, -0.05, -0.02], [-0.48, 0.34, -0.86], [-0.61, 2.09, -3.04], [1.38, 0.44, 0.68], [-0.27, -0.92, -0.95], [-1.77, -3.44, 2.20], [-0.95, -1.08, 3.18], [-2.68, 3.60, -1.64], [-2.50, -1.11, 0.76], [-1.56, -1.73, -0.21], [-0.12, -0.22, 0.30], [3.03, -0.04, -1.70], [0.83, -0.71, -0.53], [1.39, -0.76, -0.29], [-2.40, -0.80, 4.46], [1.68, -0.08, -0.27], [-2.71, 1.00, 1.18], [3.78, -0.15, -0.65], [-0.33, -0.31, 0.34], [-1.61, 1.24, 0.62], [0.78, 0.06, -1.50], [3.07, 0.66, -0.50], [0.52, -0.23, 0.37], [0.15, 1.89, -1.08], [0.38, -0.99, 0.17], [-0.67, 0.99, -0.21]]}


5.
{"formula": "C10H19N3O5", "method": "ωB97M-V with the def2-TZVPD basis set", "smiles": "NCCCC[C@H](NC(=O)[C@@H](N)CC(=O)O)C(=O)O", "e_homo_ev": -9.53, "spin_multiplicity": 1, "energy_ev": -25385.7879, "max_force_ev_per_a": 2.9, "e_above_lowest_kcal_mol": 49.2, "symbols": ["H", "N", "O", "C", "H", "C", "O", "H", "N", "H", "O", "O", "H", "C", "H", "C", "O", "H", "H", "C", "H", "C", "C", "H", "H", "N", "H", "H", "H", "C", "C", "H", "H", "H", "C", "H", "H"], "coordinates": [[0.6559, -0.4839, -2.8829], [-4.3337, 2.7327, 0.7618], [4.9178, 0.8620, -0.7269], [-3.4814, 2.7259, -0.4272], [-3.7470, 3.1553, 1.4542], [-2.9231, 0.2838, -0.2858], [-1.6092, 0.6841, 2.2772], [-1.9944, 0.7567, 3.1887], [0.9774, -0.1299, -1.9628], [2.3022, -1.6026, -2.1670], [1.8116, -3.2885, -0.2184], [3.0400, 1.5504, -1.8323], [0.1981, -2.5354, 1.3436], [1.9224, -1.1013, -1.3287], [2.0897, 1.2781, -1.6753], [3.7355, 0.7344, -1.0114], [-1.1837, -1.4474, 2.9217], [-3.6157, 0.0944, -1.1728], [-1.4998, -0.8813, -1.3107], [3.0205, -0.5184, -0.4963], [-1.7162, 1.8818, -1.1024], [-1.8254, -0.8605, -0.2708], [-0.6108, -0.6832, 0.6774], [-4.1173, 2.7201, -1.3799], [-2.8368, 3.6534, -0.5507], [0.3244, -1.8359, 0.6116], [2.6842, -0.0692, 0.4778], [-0.1990, 0.3285, 0.4157], [3.7760, -1.2968, -0.1934], [1.2761, -2.2044, -0.2821], [-1.0893, -0.5615, 2.0916], [-3.6307, 0.2665, 0.5558], [-1.7780, 1.9633, 0.5478], [0.1882, -0.0851, -1.3688], [-2.3603, 1.6979, -0.3233], [-2.1911, -1.8641, -0.1464], [-5.1435, 3.3915, 0.6621]], "forces_ev_per_angstrom": [[0.40, 0.36, 0.95], [-0.83, 0.80, -0.55], [-1.80, 0.68, -0.62], [0.45, 1.71, -1.55], [0.05, 0.12, 0.89], [-0.35, -1.09, -0.08], [0.21, -0.44, 1.33], [0.44, -0.37, -0.96], [0.52, -0.57, -0.01], [0.91, -1.30, -0.67], [-0.09, -0.03, 0.01], [-0.13, -0.24, 1.54], [-0.20, 0.28, -0.20], [-2.45, -0.64, 1.41], [0.56, 0.15, -1.10], [2.47, -1.15, -0.63], [0.58, 1.10, -1.19], [1.11, 0.29, 0.82], [0.56, 0.01, 0.02], [0.90, 1.44, 1.54], [1.51, 0.14, -2.31], [-0.82, 0.93, -0.41], [0.63, 0.16, -0.93], [0.90, -0.59, 1.28], [-1.15, -0.24, 0.21], [-0.76, 0.88, 0.38], [-0.41, -0.85, -0.45], [0.39, -1.08, 0.40], [-0.74, 0.90, -0.59], [1.12, 1.04, -1.78], [-1.55, -0.41, 1.47], [0.46, -0.34, 0.02], [-0.11, -0.17, 0.39], [-0.95, 0.36, 0.13], [-2.26, -0.61, 0.88], [-0.65, -0.34, 0.44], [1.08, -0.89, -0.07]]}


6.
{"formula": "C10H19N3ORhS3", "method": "ωB97M-V with the def2-TZVPD basis set", "e_homo_ev": [-19.37, -19.37], "spin_multiplicity": 1, "total_charge": 3, "energy_ev": -52683.7171, "max_force_ev_per_a": 0.9, "symbols": ["C", "C", "H", "H", "H", "H", "C", "N", "S", "C", "H", "O", "C", "N", "H", "C", "H", "S", "H", "N", "H", "H", "H", "H", "C", "H", "C", "H", "H", "S", "Rh", "C", "H", "C", "H", "H", "H"], "coordinates": [[0.7573, -2.1616, -2.5959], [1.5558, -0.9602, -3.0599], [-0.4079, 2.1012, 3.7025], [-2.6690, 1.1601, -3.1656], [0.4074, 0.7026, 6.0810], [-2.5555, -1.4269, -3.1876], [1.5994, 1.8270, -2.3942], [0.0131, 0.0554, 4.1397], [-0.7431, -1.7062, -1.6760], [0.3335, 1.3249, 3.4948], [-0.0380, 1.3871, -3.7682], [0.5369, 1.5472, 1.0135], [0.3080, 0.8904, 2.0680], [-0.5282, -2.1271, 3.4803], [1.0797, -0.4130, -3.8706], [-0.1395, -0.0983, 5.5911], [2.5473, -1.2690, -3.3998], [-0.9716, 1.5240, -1.5405], [0.4726, -2.7976, -3.4362], [0.0081, -0.4046, 1.9411], [0.2976, -1.0426, 5.9126], [-1.1099, -0.6479, -3.8170], [-0.6288, -2.7925, 2.7316], [2.3349, 1.9534, -3.1923], [0.1796, 1.9884, -2.8879], [-0.6768, -2.4589, 4.4222], [-2.2421, 0.5347, -2.3766], [-1.1896, -0.0457, 5.8763], [-0.0367, 3.0319, -3.1258], [1.8505, 0.1806, -1.6597], [0.0880, -0.0275, -0.2730], [-1.7184, -0.7788, -2.9241], [1.3197, 1.6998, 3.7820], [-0.1864, -0.8836, 3.2311], [-3.0202, 0.3899, -1.6247], [1.8500, 2.5264, -1.5940], [1.3222, -2.7833, -1.8982]], "forces_ev_per_angstrom": [[0.07, -0.02, 0.03], [0.04, -0.03, 0.00], [-0.01, -0.01, -0.01], [0.00, -0.01, 0.00], [0.00, 0.00, 0.00], [0.00, 0.01, -0.02], [0.03, 0.01, -0.04], [-0.03, 0.02, -0.01], [0.12, -0.03, 0.23], [0.02, 0.01, 0.00], [0.00, 0.00, 0.00], [0.20, -0.18, -0.07], [0.16, -0.15, 0.03], [0.01, 0.00, 0.00], [-0.03, -0.03, 0.00], [0.02, -0.01, 0.01], [0.01, 0.02, 0.00], [0.12, -0.35, 0.08], [-0.04, 0.03, 0.00], [-0.16, -0.12, -0.03], [0.01, 0.00, 0.00], [0.02, 0.01, 0.01], [0.00, 0.00, 0.00], [0.00, -0.02, -0.01], [0.00, 0.05, -0.03], [-0.01, 0.00, 0.00], [-0.01, -0.03, -0.02], [0.00, 0.00, 0.00], [-0.01, 0.00, 0.01], [-0.22, 0.05, 0.21], [-0.27, 0.80, -0.37], [-0.01, -0.01, -0.01], [0.00, 0.00, 0.01], [-0.02, 0.00, 0.00], [0.01, 0.02, 0.02], [0.00, 0.00, 0.00], [0.01, -0.02, -0.02]]}